# C34H43Br48Cl2OS

A molecular structure, C34H43Br48Cl2OS in a non-equilibrium geometry (the ωB97M-V functional and the def2-TZVPD basis, the Open Molecules 2025 dataset).

The geometry in XYZ format:
```
129
Properties=species:S:1:pos:R:3:lowdin_charge:R:1
C 1.5385 -2.5048 3.8242 -0.093
C 1.1583 -1.9436 2.4191 -0.669
Cl 0.7845 -0.2051 2.3807 0.693
C 1.1233 -2.7520 1.3200 -0.787
Cl 1.4687 -4.5041 1.3894 0.677
S 0.7018 -2.0185 -0.3092 1.120
C -1.0817 -2.3783 -0.6592 -0.280
C -1.8158 -1.0533 -0.2805 -0.309
C -3.0945 -1.0709 0.4558 -0.275
C -3.7066 0.2309 0.7712 -0.196
C -3.0462 1.5075 0.3817 -0.249
C -1.7799 1.5351 -0.3430 -0.308
C -1.0284 2.8286 -0.7611 -0.032
C -1.1930 0.2241 -0.6814 -0.085
O 1.6332 -2.7482 -1.4559 -0.467
C 3.0502 -2.5252 -1.2075 -0.243
C 3.5103 -1.0353 -1.5623 -0.330
C 5.0208 -1.1779 -2.0419 -0.049
C 3.5340 -0.1207 -0.2960 -0.165
C 3.6910 1.4185 -0.6048 -0.387
C 5.1678 1.9576 -0.3522 -0.087
C 3.1540 1.8725 -2.0039 -0.080
H 2.6548 -2.3936 3.8938 0.072
H 1.2881 -3.5811 3.9106 0.066
H 1.1266 -1.8754 4.6438 0.087
H -1.4570 -3.2569 -0.0978 0.082
H -1.2261 -2.4947 -1.7629 0.087
H -3.5106 -2.0544 0.7289 -0.007
H -4.6715 0.2353 1.3087 0.092
H -3.5161 2.5040 0.6547 -0.060
H -0.6237 3.3008 0.1644 0.089
H -1.6849 3.5649 -1.2771 0.082
H -0.1572 2.5184 -1.3881 0.067
H -0.2407 0.2641 -1.2576 0.096
H 3.6016 -3.2192 -1.8906 0.114
H 3.3906 -2.7735 -0.1745 0.080
H 2.8291 -0.7050 -2.3710 0.050
H 5.6093 -0.3880 -1.5236 0.070
H 5.1338 -1.1136 -3.1412 0.041
H 5.4144 -2.1508 -1.6492 0.007
H 4.4410 -0.4235 0.2952 0.086
H 2.6701 -0.2429 0.3990 0.052
H 3.0676 1.9554 0.1588 0.084
H 5.7738 1.9374 -1.2841 0.081
H 5.6245 1.3466 0.4674 0.023
H 5.0513 2.9818 0.0768 0.077
H 3.7433 1.4791 -2.8637 0.072
H 2.0686 1.5922 -2.0874 0.066
H 3.1666 2.9911 -2.0203 0.089
C -4.3962 5.4354 2.1230 -1.551
Br -3.6152 6.1250 0.4933 0.593
Br -6.2729 5.8674 2.2660 0.551
Br -4.0923 3.5302 2.3133 0.726
H -3.8907 5.9228 2.9489 -0.022
C 2.0133 -1.3539 -6.0309 -1.575
Br 2.4711 0.5182 -5.9668 0.524
Br 1.5954 -2.0332 -4.2646 0.701
Br 0.5948 -1.7214 -7.2907 0.599
H 2.8955 -1.8791 -6.3826 -0.032
C 2.6239 -7.8510 -0.6304 -1.638
Br 3.8247 -6.4187 -1.1328 0.549
Br 1.7263 -8.6042 -2.1675 0.580
Br 3.5235 -9.2052 0.4140 0.588
H 1.8589 -7.4169 0.0028 -0.052
C -5.4715 2.4330 5.7202 -1.602
Br -4.6535 1.8487 7.3677 0.575
Br -5.7181 0.9570 4.4913 0.535
Br -7.1223 3.3906 6.0278 0.622
H -4.7835 3.1298 5.2546 -0.065
C -3.9142 -2.6046 4.9474 -1.583
Br -5.8103 -2.9534 5.0859 0.582
Br -3.4280 -1.9678 3.1771 0.692
Br -3.3012 -1.4116 6.3379 0.549
H -3.4056 -3.5504 5.0942 -0.031
C 3.3256 3.9803 -8.5541 -1.607
Br 2.7161 2.3464 -9.3842 0.560
Br 2.2895 4.4195 -6.9800 0.555
Br 5.2188 3.9122 -8.1692 0.540
H 3.1714 4.7792 -9.2701 -0.026
C 4.7134 1.8078 4.2732 -1.578
Br 3.2145 2.3426 3.1688 0.581
Br 4.4325 0.0603 5.0537 0.541
Br 6.3900 1.9013 3.3196 0.602
H 4.7746 2.5167 5.0909 -0.023
C -9.5101 8.5154 1.8188 -1.608
Br -11.1032 8.8540 0.7789 0.582
Br -9.5913 6.7970 2.7111 0.531
Br -7.9064 8.7073 0.7549 0.548
H -9.4690 9.2724 2.5932 -0.027
C -3.8159 -4.9311 -2.5572 -1.577
Br -4.2420 -4.9427 -4.4407 0.601
Br -1.9816 -5.4635 -2.2383 0.598
Br -4.2430 -3.2246 -1.7390 0.667
H -4.4456 -5.6756 -2.0838 -0.025
C -10.7168 2.3470 5.0766 -1.635
Br -11.8012 3.9478 5.1258 0.564
Br -11.2978 1.0426 6.3790 0.556
Br -10.6276 1.5940 3.2979 0.563
H -9.7099 2.6380 5.3478 -0.120
C -12.3587 -3.1515 7.0060 -1.637
Br -13.9483 -2.8068 5.9615 0.566
Br -12.4340 -4.8726 7.8837 0.569
Br -10.7512 -2.9560 5.9480 0.531
H -12.3202 -2.3988 7.7847 -0.033
C -4.8425 1.2542 -3.5536 -1.553
Br -4.0197 0.6258 -1.9113 0.878
Br -5.1238 -0.1840 -4.8224 0.559
Br -6.4738 2.2311 -3.2016 0.585
H -4.1490 1.9497 -4.0132 -0.027
C 6.9447 -1.6216 -6.5136 -1.602
Br 5.9923 0.0584 -6.3508 0.535
Br 6.3235 -2.9472 -5.2502 0.579
Br 6.8882 -2.2908 -8.3260 0.582
H 7.9844 -1.4227 -6.2805 -0.025
C 7.3769 -2.8920 1.0808 -1.576
Br 8.1933 -1.1454 0.9472 0.587
Br 5.6294 -2.8056 1.9130 0.575
Br 7.3104 -3.7854 -0.6334 0.609
H 8.0073 -3.4908 1.7279 -0.025
C 6.5369 -1.3975 8.5722 -1.617
Br 7.4802 0.2894 8.5373 0.571
Br 4.7665 -1.2154 9.3282 0.563
Br 6.4853 -2.2229 6.8237 0.521
H 7.0945 -2.0619 9.2217 -0.028
C 8.4201 3.2817 -10.6592 -1.633
Br 6.8493 3.8313 -11.6430 0.546
Br 8.1694 1.5552 -9.8211 0.533
Br 10.0078 3.3229 -11.7607 0.578
H 8.5658 4.0032 -9.8637 -0.031
```

## Properties
net charge = +1
maximum force = 3.51 eV/Å
HOMO energy = -10.67 eV
orbital gap = 7.6109 eV


# C34H43I2N7O2SiZr

A molecular structure, C34H43I2N7O2SiZr in a non-equilibrium geometry (the ωB97M-V functional and the def2-TZVPD basis, the Open Molecules 2025 dataset).

The geometry in XYZ format:
```
90
Properties=species:S:1:pos:R:3:lowdin_charge:R:1
Zr -0.3923 -0.5247 0.1468 1.722
I -0.7584 4.4350 6.2519 0.810
C -0.8817 3.2074 4.5311 -0.712
C -1.9157 2.2926 4.4131 -0.212
C -1.9698 1.5364 3.2671 -0.581
I -3.4715 0.1145 2.8841 1.029
C -1.0428 1.6420 2.2172 -0.423
O -1.2082 0.9466 1.1356 -0.331
C 0.0150 2.5630 2.3959 -0.162
C 1.0661 2.6368 1.3191 -0.147
N 1.5457 1.2900 0.9854 -0.097
C 2.1389 0.5902 2.1386 -0.139
C 1.5259 -0.7853 2.3466 -0.359
C 1.5220 -1.3061 3.6088 -0.080
C 1.1738 -2.6840 3.7828 -0.121
C 0.7030 -3.3797 2.7441 -0.081
C 0.3936 -2.7059 1.4333 -0.448
N 1.1557 -1.4378 1.2200 -0.142
C 0.0784 3.3335 3.5416 -0.123
H -2.6546 2.1760 5.1914 0.087
H 0.6276 3.0726 0.4096 0.128
H 1.8875 3.2924 1.6616 0.126
H 2.2633 1.3772 0.2689 0.091
H 3.2240 0.4678 1.9997 0.129
H 1.9862 1.1723 3.0548 0.120
H 1.9068 -0.7339 4.4393 0.093
H 1.3437 -3.1502 4.7458 0.096
H 0.4691 -4.4299 2.8206 0.093
H 0.6723 -3.3774 0.5946 0.105
H 0.8812 4.0480 3.6610 0.098
C 4.0481 -0.8860 -3.8776 -0.054
N 2.9868 -0.0835 -3.2996 -0.155
C 3.3228 1.3008 -3.0260 -0.052
C 1.9858 -0.6566 -2.5384 -0.402
N 1.2915 -0.0500 -1.6570 0.091
N 1.7132 -1.9816 -2.8301 0.166
C 0.5526 -2.6543 -2.4966 -0.482
N 0.3241 -3.7583 -3.2838 0.158
N -0.1875 -2.3089 -1.5199 0.075
H 4.7523 -0.2245 -4.3793 0.089
H 3.6684 -1.5720 -4.6380 0.084
H 4.5954 -1.4527 -3.1169 0.102
H 3.9967 1.6603 -3.7998 0.089
H 3.8100 1.4253 -2.0522 0.098
H 2.4242 1.9168 -3.0656 0.089
H 1.4709 0.9470 -1.6023 0.046
H 2.2984 -2.4342 -3.5146 0.120
H 0.7052 -3.8075 -4.2140 0.101
H -0.5710 -4.2077 -3.1662 0.109
H -1.0153 -2.9002 -1.4285 0.089
C -1.1030 -2.3132 1.2898 -0.279
H -1.6962 -3.1483 0.8774 0.047
H -1.4810 -2.0932 2.3020 0.013
C -3.8511 0.6906 -4.8445 -0.090
C -2.6413 0.1872 -4.0654 -0.595
C -1.3703 0.7229 -4.7215 -0.099
C -2.6016 -1.3385 -4.1398 -0.095
Si -2.6932 0.7059 -2.1938 0.498
O -1.3679 0.2233 -1.4888 -0.456
C -4.1892 -0.1910 -1.4309 -0.204
C -3.8938 -1.1852 -0.5035 -0.149
C -4.8947 -1.9371 0.0876 -0.112
C -6.2186 -1.7123 -0.2511 -0.091
C -6.5336 -0.7237 -1.1680 -0.085
C -5.5272 0.0282 -1.7483 -0.107
C -2.9225 2.5970 -2.0554 -0.197
C -1.8799 3.4424 -2.4214 -0.109
C -1.9899 4.8173 -2.3192 -0.095
C -3.1577 5.3831 -1.8363 -0.096
C -4.1981 4.5603 -1.4432 -0.085
C -4.0765 3.1861 -1.5505 -0.085
H -3.7444 0.4719 -5.9079 0.082
H -3.9661 1.7662 -4.7272 0.077
H -4.7579 0.2083 -4.4902 0.066
H -1.2347 0.2892 -5.7148 0.079
H -0.5015 0.4741 -4.1133 0.059
H -1.4216 1.8030 -4.8313 0.070
H -2.5370 -1.6758 -5.1760 0.082
H -3.4925 -1.7713 -3.6908 0.077
H -1.7326 -1.7016 -3.5960 0.044
H -2.8402 -1.3442 -0.2440 0.031
H -4.6445 -2.6930 0.8195 0.101
H -7.0028 -2.3035 0.1976 0.100
H -7.5667 -0.5374 -1.4323 0.102
H -5.7894 0.7979 -2.4593 0.095
H -0.9616 3.0047 -2.7888 0.088
H -1.1683 5.4541 -2.6200 0.097
H -3.2551 6.4565 -1.7665 0.099
H -5.1085 4.9916 -1.0522 0.101
H -4.8897 2.5554 -1.2243 0.087
```

## Properties
maximum force = 2.50 eV/Å
HOMO energy = -6.07 eV
orbital gap = 5.8890 eV


# C34H43N3O6PbS2

A molecular structure, C34H43N3O6PbS2 (the ωB97M-V functional and the def2-TZVPD basis, the Open Molecules 2025 dataset).

The geometry in XYZ format:
```
89
Properties=species:S:1:pos:R:3:lowdin_charge:R:1
Pb 0.3361 -0.3469 0.2886 1.533
C 0.6424 2.5875 2.3572 -0.213
C 0.8379 1.2946 2.6894 -0.282
C 1.8636 0.7528 1.7625 -0.324
C 2.2475 1.8631 0.8566 -0.253
C 1.5276 2.9432 1.2292 -0.217
C 1.5485 4.3097 0.6246 -0.023
C 3.3117 1.7523 -0.1865 -0.006
C 2.8669 -0.2664 2.2389 -0.067
C 0.2299 0.4802 3.7849 -0.020
C -0.3500 3.5394 2.9410 -0.015
H 0.5339 4.6676 0.4256 0.078
H 2.1013 4.3338 -0.3125 0.074
H 2.0021 5.0353 1.3045 0.091
H 4.2742 1.4953 0.2626 0.090
H 3.4373 2.6919 -0.7204 0.076
H 3.0907 0.9739 -0.9232 0.074
H 2.3995 -1.2475 2.3378 -0.036
H 3.1840 0.0287 3.2445 0.104
H 3.7315 -0.3215 1.5823 0.083
H -0.1779 -0.4641 3.4130 0.072
H -0.5794 1.0197 4.2743 0.076
H 0.9729 0.2224 4.5442 0.089
H -1.2489 3.5892 2.3155 0.073
H 0.0572 4.5495 3.0076 0.081
H -0.6583 3.2365 3.9404 0.077
O 3.3731 -1.8291 -5.1156 0.153
C 2.8292 -1.5277 -4.0910 -0.238
C 1.6035 -0.6193 -3.9411 -0.272
O 1.0549 0.0094 -4.8168 0.115
C 1.2763 -0.6604 -2.5150 -0.306
C 2.2200 -1.3888 -1.8013 -0.320
O 2.1545 -1.5022 -0.5112 -0.179
C 3.2156 -1.9859 -2.6832 -0.269
O 4.1504 -2.6937 -2.3723 0.107
O 0.2774 -0.0888 -1.9203 -0.147
C -2.6236 -3.3102 0.7531 -0.035
C -1.8701 -2.4797 -0.2804 -0.699
C -0.6832 -3.2737 -0.8114 -0.050
C -2.7838 -2.0828 -1.4347 -0.041
O -1.4694 -1.2820 0.4094 -0.356
H -3.0149 -4.2246 0.3024 0.087
H -3.4589 -2.7371 1.1598 0.081
H -1.9533 -3.5784 1.5712 0.071
H -1.0262 -4.2232 -1.2260 0.097
H 0.0248 -3.4843 -0.0076 0.022
H -0.1776 -2.7311 -1.6128 0.073
H -3.1348 -2.9704 -1.9652 0.089
H -2.2449 -1.4474 -2.1400 0.077
H -3.6531 -1.5360 -1.0631 0.075
N -0.8889 1.6858 -0.1017 -0.337
S -2.3184 1.4923 -0.7753 1.074
C -2.3722 2.4431 -2.2878 -0.376
C -1.2053 2.5097 -3.0336 -0.065
C -1.2380 3.1134 -4.2831 -0.053
C -2.4239 3.6384 -4.7726 -0.072
C -3.5901 3.5523 -4.0213 -0.074
C -3.5737 2.9450 -2.7761 -0.088
C -3.4718 2.3837 0.2576 -0.390
C -4.2247 1.6087 1.1271 -0.069
C -5.0278 2.2340 2.0720 -0.065
C -5.0659 3.6184 2.1402 -0.072
C -4.3031 4.3868 1.2670 -0.070
C -3.4990 3.7716 0.3221 -0.091
H -0.6410 2.6642 -0.0189 0.020
H -0.2999 2.0527 -2.6570 0.091
H -0.3366 3.1431 -4.8800 0.113
H -2.4461 4.1033 -5.7495 0.106
H -4.5180 3.9526 -4.4081 0.107
H -4.4846 2.8665 -2.1968 0.111
H -4.1613 0.5282 1.0738 0.110
H -5.6195 1.6387 2.7547 0.109
H -5.6912 4.1048 2.8774 0.107
H -4.3362 5.4669 1.3241 0.109
H -2.9047 4.3628 -0.3642 0.118
C 3.0674 -6.7048 1.3699 -0.083
N 2.5863 -5.5559 2.1238 -0.052
C 2.4571 -4.2869 1.6703 -0.817
S 1.2381 -3.3086 2.3403 0.650
N 3.2817 -3.8241 0.7355 -0.003
C 4.5598 -4.3830 0.3271 -0.070
H 2.5070 -7.5786 1.6960 0.086
H 4.1282 -6.9039 1.5196 0.075
H 2.8810 -6.5700 0.3055 0.087
H 1.9893 -5.7418 2.9110 0.097
H 2.9792 -2.9668 0.2881 0.073
H 5.0567 -4.8415 1.1800 0.084
H 5.1721 -3.5662 -0.0451 0.083
H 4.4699 -5.1077 -0.4812 0.082
```

## Properties
maximum force = 0.91 eV/Å
HOMO energy = -7.65 eV
orbital gap = 6.5195 eV